A structure of composition C12H6N5O5 at a distorted geometry. Source: the OMol25 dataset; level of theory: the ωB97M-V functional and the def2-TZVPD basis.

CARTESIAN COORDINATES (ANGSTROEM)
1 N -3.643392 -0.676682 1.041839
2 C -2.567493 -0.227219 1.086454
3 C -1.304492 0.415246 1.253133
4 C -0.045825 -0.365132 1.311623
5 C 1.132948 0.437415 1.345797
6 N 2.417230 -0.016389 1.611775
7 O 2.930414 -1.117747 1.642280
8 O 3.178196 1.143574 1.955286
9 N 2.414764 2.265811 1.877620
10 C 1.161808 1.838910 1.485428
11 C -0.087566 2.591766 1.449254
12 N -0.171652 4.002420 1.564132
13 O 0.861155 4.697053 1.646898
14 O -1.327319 4.503002 1.559681
15 C -1.277414 1.819755 1.294592
16 H 0.131114 -1.326570 1.871697
17 H -2.242570 2.338409 1.270247
18 O -0.623487 -1.524373 0.058831
19 C -0.285770 -1.759549 -1.179496
20 C 0.149879 -0.763687 -2.088217
21 C 0.274963 -1.127251 -3.430677
22 N 0.055878 -2.377833 -3.829319
23 C -0.288209 -3.348132 -2.986619
24 C -0.463016 -3.097219 -1.632029
25 H 0.310309 0.261773 -1.769595
26 H 0.558472 -0.375891 -4.173897
27 H -0.449857 -4.377463 -3.345432
28 H -0.799067 -3.834007 -0.891285

Atomic forces in eV per Å
1.6 0.6 -0.1
-1.5 -0.6 0.5
1.1 1.4 0.7
-1.4 -2.1 -0.5
2.1 -0.2 0.0
-1.6 1.2 0.2
-0.1 0.5 0.0
-0.2 -1.5 -0.6
-2.7 -0.6 -1.0
1.6 2.1 1.3
0.0 -1.0 -0.4
-0.5 0.9 -0.1
-1.2 -1.2 -0.1
1.5 -0.4 0.1
0.4 -0.5 0.3
-0.7 1.3 -0.1
0.6 -0.1 -0.1
0.9 0.1 0.7
0.2 0.0 -0.6
-0.2 -0.5 -0.3
-0.1 -0.5 1.3
0.2 -0.3 -1.7
-0.1 0.4 1.2
0.0 0.6 -0.1
-0.1 -0.1 0.1
-0.1 -0.4 0.1
0.2 0.6 -0.2
0.2 0.2 -0.5

Calculated values
- HOMO (Eh) = -0.187
- net charge = -1
- energy relative to the best compared isomer or geometry (same formula, charge and spin) (eV) = 0.293

Here are the natural (NBO) charges for atoms 1 to 5, given in e: number 1, N, carries -0.37; number 2, C, carries 0.32; number 3, C, carries -0.30; number 4, C, carries 0.07; number 5, C, carries -0.01

A cluster of 2 separate species, C12H7N2O5 in total at a distorted geometry. Source: the OMol25 dataset; level of theory: the ωB97M-V functional and the def2-TZVPD basis.

CARTESIAN COORDINATES (ANGSTROEM)
1 C 0.524432 0.224308 -1.759149
2 C 1.887632 0.355667 -1.986406
3 N 3.031522 0.513710 -2.218983
4 C -0.010638 -0.847438 -1.023858
5 C -1.429427 -0.960428 -0.807880
6 C -1.965325 -2.002327 -0.082276
7 C -1.106345 -2.987283 0.466896
8 N -1.659157 -4.068442 1.211040
9 O -0.886511 -4.932448 1.686696
10 O -2.901432 -4.123220 1.366843
11 C 0.293928 -2.910541 0.276691
12 C 0.832475 -1.866684 -0.452065
13 H -0.145746 0.960097 -2.201116
14 H -2.082781 -0.197168 -1.236724
15 H -3.037458 -2.094964 0.082015
16 H 0.918424 -3.688667 0.712673
17 H 1.913975 -1.816394 -0.595207
18 C 1.182914 2.505188 0.779946
19 C 0.007506 2.849441 1.338472
20 C -0.321691 4.226692 0.954678
21 O -1.255984 4.947907 1.211131
22 O 0.740961 4.660573 0.134399
23 C 1.694900 3.636086 -0.005851
24 O 2.691090 3.775529 -0.674206
25 H 1.722609 1.573397 0.847884
26 H -0.639873 2.267410 1.974359

Atomic forces in eV per Å
-1.0 -0.3 0.4
2.4 0.5 -0.8
-1.8 -0.4 0.5
0.3 0.3 -0.1
0.0 -0.4 0.3
0.5 0.0 -0.1
0.0 0.1 -0.1
-0.3 -0.6 0.4
-0.9 0.9 -0.5
1.4 0.0 -0.1
-0.2 0.4 -0.3
-0.4 -0.5 0.4
0.2 -0.1 0.1
0.2 -0.2 0.1
0.3 0.0 -0.1
-0.1 0.2 -0.1
-0.3 0.1 0.0
-0.8 -0.5 0.6
0.8 -0.6 -0.1
0.0 1.3 -0.6
1.3 -1.1 -0.3
-0.2 0.1 0.1
0.7 1.0 -1.1
-1.7 -0.2 1.3
-0.1 0.0 0.0
0.0 -0.1 0.0

Calculated values
- HOMO (Eh) = -0.137
- net charge = -1

Here are the natural (NBO) charges for atoms 1 to 5, given in e: number 1, C, carries -0.56; number 2, C, carries 0.27; number 3, N, carries -0.46; number 4, C, carries 0.03; number 5, C, carries -0.27

A structure of composition C12H8 at a distorted geometry. Source: the OMol25 dataset; level of theory: the ωB97M-V functional and the def2-TZVPD basis.

CARTESIAN COORDINATES (ANGSTROEM)
1 C -1.848718 -0.492469 0.632515
2 C 0.913211 -1.814871 1.115298
3 C -1.217637 -1.542125 -0.264517
4 C -0.811155 0.276376 1.324000
5 C 0.056181 -1.953962 -0.082594
6 C 0.501088 -0.430384 1.363453
7 C -0.100306 0.379527 -1.146495
8 C -1.538939 -0.196123 -0.839312
9 C 1.480590 -1.477331 -0.268558
10 C -0.171687 1.492190 1.218005
11 C 1.213346 0.848431 1.167628
12 C 1.000190 0.007145 -0.084022
13 H -2.792465 -0.533958 0.922980
14 H 1.293466 -2.606025 1.787452
15 H 0.270452 0.046428 -2.124432
16 H -0.120099 1.567775 -1.236287
17 H -2.307388 0.065884 -1.664543
18 H 2.163746 -1.942450 -0.836092
19 H -0.431253 2.447012 0.883077
20 H 2.141300 1.190020 1.471162

Atomic forces in eV per Å
3.5 0.5 -2.0
0.5 -1.6 0.5
0.7 0.4 0.2
1.4 0.7 1.4
-1.2 -0.9 0.2
0.2 1.3 0.3
0.2 3.4 0.4
0.9 -1.0 -3.1
-3.7 2.5 1.8
-0.2 -1.6 1.6
-1.2 -0.6 -1.0
-0.6 -0.9 -1.8
-4.1 -0.1 1.1
-0.5 0.6 -0.4
-0.3 -0.2 0.2
-0.1 -2.4 0.1
1.1 -0.7 1.7
2.5 -1.4 -1.8
-0.6 1.2 -0.3
1.6 0.6 0.8

Calculated values
- HOMO (Eh) = -0.290
- net charge = 0
- energy relative to the best compared isomer or geometry (same formula, charge and spin) (eV) = 10.705

Here are the natural (NBO) charges for atoms 1 to 5, given in e: number 1, C, carries -0.28; number 2, C, carries -0.26; number 3, C, carries -0.05; number 4, C, carries 0.04; number 5, C, carries 0.09

The molecule C12H8FN5O2 at a distorted geometry. Source: the OMol25 dataset; level of theory: the ωB97M-V functional and the def2-TZVPD basis.

CARTESIAN COORDINATES (ANGSTROEM)
1 O -1.927903 0.330129 -1.520031
2 C -2.385662 -0.359710 -0.665878
3 C -1.633119 -1.353201 0.222651
4 C -0.759453 -0.701445 1.192843
5 O -1.415126 -0.387829 2.170548
6 C 0.503247 0.056267 0.827496
7 C 0.841544 1.463731 1.263183
8 N 2.037326 1.834691 0.710688
9 C 2.542745 0.700557 -0.030569
10 C 3.813892 0.498381 -0.683403
11 C 4.290272 -0.662178 -1.361684
12 C 3.361590 -1.666530 -1.271523
13 F 3.603491 -2.813440 -1.972777
14 C 2.164719 -1.496997 -0.514567
15 C 1.696508 -0.351028 0.030664
16 C -3.583305 0.256938 0.099171
17 N -4.259756 -0.008133 1.202674
18 N -5.438484 0.689898 1.360687
19 N -5.420582 1.609025 0.405538
20 N -4.353394 1.384812 -0.392296
21 H -1.226247 -2.174517 -0.365488
22 H -2.364536 -1.978975 0.739519
23 H 0.317878 2.073244 1.981394
24 H 2.460178 2.820186 0.653997
25 H 4.485876 1.319255 -0.562809
26 H 5.137249 -0.676398 -2.025060
27 H 1.614309 -2.385506 -0.356876
28 H -4.103257 1.978773 -1.138089

Atomic forces in eV per Å
0.2 -0.4 -1.6
0.2 2.1 3.9
-1.2 -3.8 -2.9
-0.1 3.7 0.7
1.2 0.1 1.2
1.6 2.2 0.8
-0.3 -4.1 -1.4
0.9 0.0 -0.8
3.2 1.8 -0.8
0.0 1.0 0.5
-2.3 2.0 1.1
-1.4 -0.1 0.4
-0.5 0.4 0.8
1.3 -3.2 -1.9
-2.5 0.9 1.5
-4.4 3.0 0.3
0.0 -3.0 0.4
3.6 1.6 -2.7
0.6 -1.0 -0.4
0.5 -2.5 2.0
0.9 0.5 -0.7
-0.2 0.7 0.6
-0.2 0.1 -0.3
-1.1 -2.4 0.3
0.5 0.6 -0.4
0.3 0.0 0.3
-0.7 -0.9 -0.2
-0.1 0.8 -0.8

Calculated values
- SMILES string = O=C(CC(=O)c1c[nH]c2ccc(F)cc12)c1nnn[nH]1
- HOMO (Eh) = -0.313
- net charge = 0
- energy relative to the best compared isomer or geometry (same formula, charge and spin) (eV) = 3.215

Here are the natural (NBO) charges for atoms 1 to 5, given in e: number 1, O, carries -0.47; number 2, C, carries 0.59; number 3, C, carries -0.60; number 4, C, carries 0.54; number 5, O, carries -0.50

Q: Which value of net charge does entry 1 give?
A: -1

Q: HOMO of number 3 (C12H8)?
A: -0.290 Eh

Q: Among the records above, which one has the lowest HOMO?
A: C12H8FN5O2